1.
C32H35IrN8O3P | ωB97M-V/def2-TZVPD

Each line ends with the Löwdin spin population.
Positions of all 80 atoms, in Å:
Ir: -0.0407 -0.8008 0.2229  0.052
O: 4.1181 -1.4280 0.3294  0.061
C: 3.2037 -0.7479 0.7291  0.017
N: 2.0137 -0.6523 -0.0832  0.223
C: 2.2741 -1.0684 -1.3783  0.139
C: 3.4226 -0.7245 -2.1277  0.022
C: 3.5881 -1.2366 -3.3812  0.053
C: 2.6486 -2.1415 -3.9325  0.103
C: 1.5237 -2.5118 -3.2417  -0.005
C: 1.3121 -1.9635 -1.9685  0.124
N: 0.2066 -2.1534 -1.2019  0.110
C: -0.7468 -3.1424 -1.3116  0.019
O: -0.6460 -4.1797 -1.9095  0.054
C: -2.0520 -2.6816 -0.6680  0.001
C: -3.2097 -3.3865 -0.9209  0.001
C: -4.4269 -2.8629 -0.5071  0.000
C: -4.4375 -1.6382 0.1447  0.002
C: -3.2387 -1.0083 0.4052  -0.001
N: -2.0550 -1.5180 0.0303  0.003
C: 3.4011 -0.0245 2.0378  0.000
C: 4.7148 0.0084 2.5065  -0.001
C: 4.9834 0.6901 3.6805  0.000
C: 3.9381 1.3083 4.3444  -0.001
C: 2.6650 1.2009 3.8073  0.000
N: 2.3918 0.5491 2.6797  0.000
H: 4.1525 -0.0456 -1.7130  -0.001
H: 4.4527 -0.9540 -3.9660  0.002
H: 2.8207 -2.5383 -4.9242  0.005
H: 0.8105 -3.2102 -3.6563  -0.002
H: -3.1292 -4.3190 -1.4638  0.000
H: -5.3504 -3.3912 -0.7031  0.000
H: -5.3605 -1.1767 0.4657  0.000
H: -3.2157 -0.0787 0.9611  0.000
H: 5.4950 -0.4903 1.9542  0.000
H: 5.9923 0.7372 4.0671  0.000
H: 4.0973 1.8580 5.2615  0.000
H: 1.8246 1.6647 4.3131  0.000
O: -0.1020 -2.2645 2.1821  0.005
C: -1.3685 -2.2273 2.8712  0.000
C: -1.3027 -1.4871 4.1775  0.000
C: -0.4053 -0.2649 4.0523  0.000
C: -0.5806 0.8766 3.0582  0.001
C: -0.8383 2.1215 3.6336  0.000
C: -0.5427 3.3025 2.9843  0.001
C: 0.0961 3.2073 1.7595  0.000
C: 0.2437 1.9564 1.2058  0.002
N: -0.1730 0.8025 1.7606  0.001
H: 0.5167 -2.8163 2.6755  0.000
H: -1.7904 -3.2313 2.9530  0.000
H: -2.0010 -1.6390 2.2433  0.000
H: -0.9149 -2.1013 4.9921  0.000
H: -2.3238 -1.2118 4.4535  0.000
H: 0.6104 -0.6067 3.8538  0.000
H: -0.3828 0.2069 5.0339  0.000
H: -1.2128 2.1421 4.6482  0.000
H: -0.7329 4.2584 3.4531  0.000
H: 0.4694 4.0751 1.2340  0.000
H: 0.7441 1.8579 0.2568  0.001
C: -2.7543 1.8400 -3.3557  0.000
N: -2.1797 2.6644 -2.2913  0.001
C: -0.9871 3.3456 -2.7946  0.000
N: -0.0003 2.4321 -3.3645  0.000
C: -0.6315 1.6127 -4.4009  0.000
N: -1.7978 0.8830 -3.9067  0.000
C: -1.4530 -0.1686 -2.9622  0.000
P: -0.6513 0.5872 -1.4729  0.001
C: -1.9158 1.8834 -1.0946  0.002
C: 0.6327 1.5988 -2.3549  0.003
H: -3.0772 2.4991 -4.1612  0.000
H: -3.6279 1.3087 -2.9741  0.000
H: -0.5288 3.9192 -1.9870  0.000
H: -1.2990 4.0406 -3.5741  0.000
H: 0.0987 0.9089 -4.8029  0.000
H: -0.9596 2.2683 -5.2072  0.000
H: -0.7684 -0.8817 -3.4255  0.000
H: -2.3610 -0.7014 -2.6642  0.000
H: -1.5865 2.5247 -0.2791  0.000
H: -2.8424 1.3949 -0.7883  0.000
H: 1.3374 0.9219 -2.8424  0.002
H: 1.2017 2.2190 -1.6601  0.000

Atomic forces in eV per Å
-0.740 0.388 0.941
-0.189 -0.015 -0.025
0.070 0.043 0.185
0.307 -0.112 -0.249
-0.173 -0.158 0.193
0.038 -0.045 -0.056
0.059 0.073 0.063
-0.097 -0.073 -0.016
0.111 -0.093 -0.091
-0.045 0.070 -0.003
0.000 -0.185 0.393
-0.303 0.347 -0.119
-0.055 0.003 -0.018
0.155 0.044 0.112
-0.066 -0.066 -0.033
0.047 0.012 -0.007
-0.073 -0.139 -0.031
0.288 0.141 0.154
0.303 -0.098 -0.490
0.131 0.064 -0.014
-0.067 0.003 -0.006
0.015 -0.005 -0.010
-0.020 -0.001 -0.002
0.031 0.008 0.042
0.109 -0.011 -0.122
-0.008 0.012 0.014
0.000 0.006 0.003
-0.006 -0.008 0.003
0.013 0.010 0.027
-0.020 0.005 0.002
0.013 -0.002 -0.006
0.000 -0.005 0.007
0.100 0.000 -0.011
0.017 -0.011 -0.018
0.000 0.003 -0.002
0.004 -0.001 0.000
-0.011 -0.020 -0.007
-0.060 -0.055 -0.424
-0.001 -0.161 0.167
-0.014 0.076 -0.035
0.093 0.037 0.033
0.056 -0.199 0.017
-0.080 -0.002 -0.002
0.028 -0.011 -0.055
0.000 0.003 0.036
-0.213 0.058 0.019
-0.139 0.100 -0.155
0.176 0.022 -0.209
0.109 0.010 0.020
-0.287 0.028 -0.323
0.044 -0.019 -0.033
0.021 -0.001 0.041
0.045 -0.016 0.071
0.041 0.043 -0.022
-0.007 0.000 -0.004
-0.012 0.005 -0.006
-0.002 0.005 0.002
0.020 0.027 0.005
0.046 0.018 0.005
-0.067 -0.033 -0.010
-0.026 0.027 -0.016
0.015 -0.109 -0.028
-0.007 0.004 0.048
-0.071 -0.050 -0.082
-0.046 0.013 0.090
0.405 0.047 0.053
-0.088 -0.018 -0.049
0.046 -0.020 -0.003
-0.004 0.000 -0.003
0.002 0.004 0.005
0.001 0.006 -0.004
0.008 -0.002 0.002
0.006 0.002 0.004
0.004 0.005 0.004
-0.016 0.013 -0.026
0.041 -0.019 -0.006
-0.019 0.022 -0.054
0.003 -0.026 0.068
0.018 -0.008 0.044
-0.007 -0.009 0.009

Results
Multiplicity = 2
Electronic energy = -2349.3888 a.u.
Expectation value of S² = 0.768
LUMO level (spin up / spin down) = -6.08 / -7.97 eV
Energy relative to the best compared isomer or geometry (same formula, charge and spin) = 64.1 kcal/mol
Charge = +2

=====

2.
C44H51N3O3PtSTe | ωB97M-V/def2-TZVPD

Each line ends with the Löwdin spin population.
Positions of all 104 atoms, in Å:
Pt: -1.0152 0.1691 0.9255  0.622
C: -2.2070 2.3848 -0.5810  0.007
C: -3.3540 2.9463 -1.4767  0.004
N: -4.2946 1.8927 -1.8091  0.000
C: -4.9029 1.3666 -0.6030  0.000
C: -3.8050 0.7974 0.3520  0.000
N: -2.4778 0.9377 -0.3156  0.031
C: -2.5047 0.2068 -1.6218  0.002
C: -3.6071 0.8315 -2.5220  0.002
H: -2.1613 2.8967 0.3763  0.001
H: -1.2315 2.4452 -1.0613  0.001
H: -2.9484 3.3629 -2.3975  0.000
H: -3.8839 3.7401 -0.9522  0.000
H: -5.6061 0.5800 -0.8741  0.000
H: -5.4550 2.1619 -0.1047  0.000
H: -3.9651 -0.2606 0.5591  0.000
H: -3.7631 1.3469 1.2917  0.000
H: -2.7046 -0.8368 -1.4006  0.000
H: -1.5103 0.2844 -2.0540  0.000
H: -4.3335 0.0708 -2.8071  0.000
H: -3.1737 1.2432 -3.4324  0.000
C: 4.9805 -4.7015 -2.9913  0.000
C: 4.4219 -3.3183 -2.8377  0.000
C: 3.2758 -2.9243 -3.5234  0.000
C: 2.7589 -1.6450 -3.3983  0.000
C: 1.5228 -1.2501 -4.1660  0.000
C: 3.4334 -0.7493 -2.5553  0.000
Te: 2.6368 1.1740 -2.4347  0.003
N: 0.3758 0.3902 -0.5133  0.093
C: 1.4303 0.7133 0.1134  0.015
O: 2.5711 1.1439 -0.4358  0.005
C: 1.4363 0.5772 1.5954  0.004
C: 0.9273 -0.6381 2.1058  -0.004
C: 0.8837 -0.8330 3.4975  0.008
C: 1.3246 0.1632 4.3396  0.000
C: 1.8331 1.3600 3.8163  0.005
C: 1.8891 1.5774 2.4534  0.004
C: 4.3122 2.3006 -2.9280  0.001
C: 5.3457 1.6626 -3.6118  0.000
C: 6.4031 2.4323 -4.0647  0.000
C: 6.4341 3.7935 -3.7913  0.000
C: 5.4064 4.4026 -3.0835  0.000
C: 4.3158 3.6683 -2.6353  0.000
C: 3.2105 4.3147 -1.8476  0.000
C: 4.5892 -1.0983 -1.8374  0.000
C: 5.3667 -0.2045 -0.9074  0.000
C: 5.0492 -2.3984 -2.0030  0.000
H: 4.4318 -5.2779 -3.7325  0.000
H: 4.9426 -5.2365 -2.0410  0.000
H: 6.0280 -4.6609 -3.2908  0.000
H: 2.7810 -3.6295 -4.1800  0.000
H: 1.1510 -2.0856 -4.7545  0.000
H: 1.7209 -0.4358 -4.8679  0.000
H: 0.7224 -0.9344 -3.4895  0.000
H: 0.7540 -1.4743 1.4328  0.000
H: 0.5447 -1.7792 3.8983  0.000
H: 1.3041 0.0138 5.4109  0.000
H: 2.2083 2.1179 4.4926  0.000
H: 2.2908 2.4972 2.0501  0.000
H: 5.3231 0.6000 -3.8127  0.000
H: 7.2028 1.9675 -4.6245  0.000
H: 7.2704 4.3887 -4.1326  0.000
H: 5.4541 5.4630 -2.8722  0.000
H: 3.2636 5.3991 -1.9113  0.000
H: 3.2688 4.0455 -0.7901  0.000
H: 2.2236 4.0198 -2.2225  0.000
H: 4.9542 0.7921 -0.7839  0.000
H: 6.3906 -0.0909 -1.2647  0.000
H: 5.4099 -0.6549 0.0850  0.000
H: 5.9378 -2.7015 -1.4597  0.000
C: -1.3828 3.3487 4.1448  0.001
C: -1.6213 1.9866 3.5808  0.009
O: -1.5559 1.8493 2.3465  0.031
C: -1.9829 0.8680 4.4638  0.001
C: -2.4490 -0.3360 3.9289  0.006
C: -2.8024 -1.3837 4.7551  0.000
C: -2.7056 -1.2378 6.1367  0.002
C: -2.2632 -0.0420 6.6831  0.000
C: -1.9065 1.0076 5.8515  0.001
H: -1.1479 4.0438 3.3441  0.000
H: -0.5586 3.3265 4.8599  0.001
H: -2.2665 3.6926 4.6853  0.000
H: -2.5752 -0.4490 2.8536  0.002
H: -3.1685 -2.3125 4.3378  0.000
H: -2.9829 -2.0575 6.7861  0.000
H: -2.2003 0.0745 7.7562  0.000
H: -1.5508 1.9287 6.2922  0.000
C: -1.5571 -4.5225 0.4563  0.012
S: -2.1293 -2.9444 1.0574  0.012
O: -1.3143 -1.9448 0.1978  0.109
C: -3.7883 -2.9199 0.4458  0.000
C: -4.0669 -3.0606 -0.9116  0.000
C: -5.3840 -2.9976 -1.3322  0.000
C: -6.4043 -2.7904 -0.4062  0.000
C: -6.1150 -2.6316 0.9412  0.000
C: -4.7969 -2.6952 1.3750  0.000
H: -1.6630 -4.5571 -0.6258  0.000
H: -2.1583 -5.2974 0.9314  0.002
H: -0.5139 -4.6236 0.7480  0.000
H: -3.2695 -3.2106 -1.6297  0.000
H: -5.6229 -3.1246 -2.3797  0.000
H: -7.4327 -2.7622 -0.7412  0.000
H: -6.9112 -2.4655 1.6539  0.000
H: -4.5603 -2.5838 2.4265  0.000

Atomic forces in eV per Å
0.110 0.510 0.193
-0.058 0.054 -0.004
0.007 -0.065 0.055
-0.099 0.059 -0.089
0.088 -0.012 0.011
-0.069 0.058 -0.028
0.111 -0.227 -0.137
-0.080 0.012 -0.032
0.010 0.010 0.086
0.032 -0.022 0.014
-0.017 -0.023 -0.036
0.006 0.012 0.007
0.006 0.014 -0.014
-0.014 0.006 0.012
-0.019 -0.012 0.003
0.015 0.003 -0.011
0.012 -0.006 -0.010
0.025 0.000 0.024
0.004 0.014 0.004
0.011 -0.002 -0.024
-0.005 -0.014 -0.010
0.005 0.003 0.026
0.037 -0.008 -0.004
-0.049 0.033 -0.002
-0.027 0.008 -0.054
0.005 0.029 0.008
0.027 0.269 0.026
-0.240 -0.506 -0.462
-0.091 0.078 -0.205
0.083 -0.061 0.282
0.190 0.268 0.018
0.181 -0.103 -0.175
-0.313 -0.036 -0.058
-0.031 0.062 0.016
0.011 -0.010 -0.004
0.007 -0.002 0.004
-0.052 -0.010 0.033
0.064 -0.110 0.591
0.009 0.114 -0.132
0.017 -0.052 -0.012
-0.005 0.012 -0.004
0.002 -0.039 0.007
-0.068 0.071 -0.030
0.001 -0.001 0.026
-0.004 -0.157 -0.023
-0.053 0.079 0.042
0.001 0.001 0.033
0.002 0.001 -0.002
-0.010 -0.001 -0.001
-0.004 0.005 -0.017
0.000 0.006 -0.005
0.002 -0.011 0.016
-0.008 -0.016 -0.018
-0.015 -0.016 -0.015
0.227 -0.063 0.031
-0.042 0.015 -0.001
0.026 -0.008 0.000
-0.006 0.002 -0.001
0.002 0.003 0.008
-0.015 -0.006 0.010
0.011 0.007 0.012
-0.005 0.003 -0.007
-0.012 0.004 -0.009
0.001 -0.001 -0.027
0.008 -0.015 -0.014
-0.003 0.026 0.003
-0.016 0.007 -0.043
0.010 -0.033 0.016
0.042 -0.038 -0.020
0.007 0.004 -0.014
-0.002 0.014 -0.029
-0.165 -0.041 0.004
0.167 -0.175 0.068
-0.068 0.034 0.008
-0.012 -0.010 -0.004
-0.002 0.010 -0.007
0.020 -0.012 0.002
0.024 -0.001 0.002
0.067 -0.025 0.008
0.000 -0.001 0.002
-0.004 -0.003 0.003
0.005 -0.005 0.012
-0.021 0.015 0.001
0.024 -0.006 0.005
-0.017 0.007 0.000
0.007 -0.002 -0.001
-0.047 0.017 0.002
0.003 0.010 0.027
0.034 -0.025 0.018
-0.006 0.040 0.024
0.013 0.064 0.000
0.000 0.001 0.000
0.009 0.007 -0.005
-0.004 0.002 0.004
-0.003 0.002 -0.006
-0.003 -0.044 0.007
0.006 0.001 -0.002
-0.007 0.003 -0.005
0.000 -0.002 0.000
-0.005 -0.046 0.007
0.001 0.001 -0.001
0.002 0.021 -0.003
-0.002 -0.025 0.003
-0.003 -0.001 -0.007

Results
Multiplicity = 2
Electronic energy = -2881.7692 a.u.
Expectation value of S² = 0.754
LUMO level (spin up / spin down) = -8.92 / -9.31 eV
Energy relative to the best compared isomer or geometry (same formula, charge and spin) = 0.0 kcal/mol
Charge = +3

=====

> The highest electronic energy belongs to which entry?

C32H35IrN8O3P